The following is a DFT calculation (wB97M-V/def2-TZVPD) of a cluster of 8 separate species, C44H104F12N8O14S4 in total.

CARTESIAN COORDINATES (ANGSTROEM)
S1 -0.08964 -9.27443 -0.78382
S2 -0.82162 -0.12210 -2.01835
S3 0.19302 1.65391 -0.60566
S4 -0.68347 -7.01243 -1.93301
F1 -3.12245 -7.06717 -2.89005
F2 1.61540 -11.31741 -1.03910
F3 -2.27391 -5.07695 -3.02567
F4 0.05856 -11.46947 -2.46983
F5 -1.75837 -6.67570 -4.45138
F6 1.62701 -9.97902 -2.80410
F7 -1.07028 -2.51335 -3.24545
F8 1.19072 4.08334 0.34257
F9 2.61411 2.97771 -0.98295
F10 0.29930 -2.53004 -1.62303
F11 0.91337 -1.68016 -3.45249
F12 0.87695 3.99813 -1.84244
O1 5.51256 2.30371 -3.70953
O2 -1.67785 0.37353 -3.10357
O3 0.33713 -1.26080 4.07837
O4 0.56937 -6.63320 -2.60267
O5 3.43847 -5.25727 -3.39585
O6 -0.89265 -6.27993 -0.67405
O7 -0.84709 -9.95914 0.27177
O8 1.01479 -8.37389 -0.31515
O9 0.95800 5.98026 7.26125
O10 -3.20293 1.96643 2.42658
O11 -4.93132 4.92959 -2.67873
O12 -1.57458 -0.36077 -0.77420
O13 0.72786 0.93252 0.57814
O14 -1.14781 2.26958 -0.46428
N1 -6.23777 2.42102 2.12286
N2 0.62098 0.80893 -1.80591
N3 2.61619 6.95240 4.75132
N4 0.39762 -4.03344 2.78334
N5 -1.07642 -8.69981 -1.84262
N6 3.06651 0.83819 -3.17945
N7 -3.06347 3.24172 -4.02621
N8 2.47578 -5.94830 -6.05477
C1 -2.02098 2.75682 2.50820
C2 -5.25553 1.31517 1.56842
C3 -7.69592 1.75590 2.23680
C4 3.75268 -4.37172 -4.41194
C5 -3.63772 5.42930 -3.07749
C6 1.36535 -2.10501 4.40385
C7 -6.41279 4.23409 4.02015
C8 0.37601 5.72422 8.49622
C9 1.96253 9.18334 3.28644
C10 4.31273 0.58821 -2.38682
C11 0.86368 -10.66738 -1.91105
C12 5.62495 0.99984 -3.22718
C13 -2.56684 4.32921 -3.04453
C14 -6.33424 3.59552 1.11069
C15 -0.57870 -6.28260 3.61205
C16 1.36201 -3.43123 1.74361
C17 1.11982 -5.19794 -5.63497
C18 6.17298 3.25422 -2.88759
C19 1.46855 5.95914 4.22229
C20 -5.80309 2.95778 3.51953
C21 0.80048 -3.53180 4.20455
C22 1.75310 5.28960 2.88322
C23 0.52391 -5.62532 2.81088
C24 -0.13871 -1.81075 -2.62939
C25 -7.95263 0.54870 3.17114
C26 1.80184 7.10606 7.33069
C27 0.93158 -3.73797 -6.05444
C28 -1.16531 4.77731 -3.60091
C29 3.93881 6.17696 5.26759
C30 3.33519 -4.78227 -2.12517
C31 -2.04402 -6.39996 -3.16538
C32 0.72449 0.07659 3.68522
C33 3.90428 -8.03826 -5.51585
C34 2.02147 7.80887 5.91589
C35 3.02827 8.15165 3.70749
C36 -6.06043 5.73482 -3.04577
C37 2.43115 -6.31654 -7.49526
C38 2.56115 -7.34178 -5.28758
C39 -1.70407 -3.98843 1.27477
C40 4.17653 -0.80121 -1.66112
C41 3.62913 -4.91714 -5.86485
C42 1.35768 3.26724 -0.75838
C43 -1.06426 -3.46134 2.54845
C44 -3.81977 1.80006 1.11740
H1 -3.28745 6.16034 -2.34882
H2 2.80176 5.13135 2.63150
H3 -1.11700 -3.61931 0.43382
H4 -6.27165 5.11623 3.39565
H5 1.49864 -3.10725 -5.36979
H6 2.25106 0.69218 -2.60165
H7 1.26110 -3.47884 -7.06060
H8 -6.99922 5.32678 -2.67124
H9 2.87635 8.47435 6.03604
H10 -5.91136 2.09241 4.17337
H11 2.75685 6.78740 7.74846
H12 6.13896 3.07648 -1.81271
H13 -7.47433 4.38296 4.21782
H14 -3.43626 3.58688 -4.89912
H15 0.04803 4.69166 8.37644
H16 1.17276 5.82115 9.23373
H17 -6.13870 5.74800 -4.13288
H18 1.71198 -7.12592 -7.62102
H19 4.26520 1.33258 -1.59200
H20 3.18558 -3.46420 -4.20477
H21 -1.29160 2.61708 1.71035
H22 0.52842 -6.03567 1.80108
H23 -2.53205 3.86234 -2.06020
H24 -7.20057 4.23484 1.28055
H25 3.86362 8.65629 4.19289
H26 4.30918 -1.63430 -2.35139
H27 2.13074 9.98853 4.00162
H28 -6.00444 4.52439 4.98817
H29 4.76423 6.82959 5.55196
H30 1.14737 -5.22412 -4.54564
H31 4.54305 -5.48884 -6.02619
H32 1.02261 5.29749 4.96489
H33 -8.89016 0.02251 2.99152
H34 1.67243 -4.10377 4.52184
H35 -3.14081 1.02600 0.75971
H36 -0.50147 3.98101 -3.93754
H37 1.74783 -7.99722 -5.59904
H38 -0.46159 -7.30066 3.24066
H39 3.67580 5.56710 6.13188
H40 4.79440 -4.14352 -4.18649
H41 -1.72159 -3.71130 3.38124
H42 3.96216 -3.90763 -1.95193
H43 1.34990 0.46205 4.49045
H44 -1.56848 -5.90806 3.35097
H45 3.87741 -9.09081 -5.23384
H46 -7.65497 0.67304 4.21230
H47 1.12365 5.74219 2.11701
H48 -3.71095 2.64751 -3.52842
H49 -4.74397 3.19987 3.60759
H50 5.74934 0.22668 -3.98537
H51 1.29609 4.30020 2.90132
H52 -0.27186 -6.01305 4.62264
H53 0.29614 -5.84784 -5.93043
H54 -1.77038 -5.07443 1.34043
H55 2.16784 -1.98793 3.67555
H56 -5.44938 4.22815 1.18080
H57 2.44015 -7.07494 -4.23769
H58 6.56190 0.93264 -2.67426
H59 -0.11841 0.73449 3.47355
H60 2.10068 -5.46231 -8.08620
H61 -2.43239 3.74083 2.28336
H62 -0.54660 5.42476 -2.97955
H63 0.62139 6.62414 4.05443
H64 -0.09927 -3.44530 -5.85495
H65 3.19276 -0.89826 -1.20189
H66 3.46477 -4.13736 -6.60850
H67 1.62263 -1.79359 5.41623
H68 3.01749 0.28841 -4.02528
H69 -8.40394 2.55736 2.44774
H70 1.43495 0.05852 2.85877
H71 2.31651 -3.56392 2.25295
H72 2.32889 -4.38613 -1.98907
H73 0.91920 8.87280 3.34231
H74 2.10143 9.53811 2.26518
H75 4.15996 -8.13776 -6.57075
H76 -1.35870 5.24629 -4.56567
H77 -7.31835 -0.31661 2.97862
H78 -6.56463 3.14178 0.14677
H79 -0.08113 -3.80392 4.78490
H80 -7.95441 1.41108 1.23560
H81 -5.81423 6.73823 -2.69841
H82 1.47147 -5.92879 3.25601
H83 -3.84495 2.67298 0.46510
H84 1.05832 -2.41139 1.50739
H85 -2.38136 2.53682 -4.26697
H86 3.46468 -6.56971 -7.73150
H87 -3.61090 5.92267 -4.04907
H88 1.26828 7.86494 7.90296
H89 3.02873 1.79025 -3.51449
H90 3.47491 7.55054 2.91548
H91 7.22240 3.30743 -3.17742
H92 1.36674 -4.04693 0.84417
H93 4.85612 -1.01274 -0.83559
H94 -5.11019 0.53897 2.31973
H95 4.10963 5.54184 4.39837
H96 5.72346 4.21998 -3.11852
H97 4.81005 -7.63165 -5.06603
H98 -5.72006 0.75890 0.75425
H99 -2.61514 -3.39414 1.20512
H100 -0.93661 -2.37896 2.53201
H101 -0.42403 6.43415 8.70603
H102 1.13114 8.37407 5.64027
H103 -1.61223 2.79416 3.51797
H104 3.54127 -5.68384 -1.54830

Results
multiplicity = 1
LUMO level = -7.3 eV
HOMO-LUMO gap = 6.82 eV
charge = +4
HOMO = -14.2 eV
max |F| = 7.39 eV/A